[1]
ORCA calculation (wB97M-V/def2-TZVPD) on a 3-piece molecular cluster, C4H4O3S overall.

E_LUMO: -0.2 eV
charge: 0
HOMO-LUMO gap: 8.71 eV

Each line ends with the Mulliken charge.
Geometry (Å):
C -0.40 1.43 0.03  0.98
C 2.88 0.07 -1.45  0.73
C -1.62 1.28 0.32  -1.24
C 0.15 -1.54 0.45  -0.28
O 2.72 0.39 -2.52  -0.35
O 0.70 1.50 -0.32  -0.35
O 2.99 -0.27 -0.35  -0.36
S -1.42 -1.81 0.12  -0.07
H -2.01 1.23 1.29  0.34
H -2.42 1.29 -0.44  0.27
H 0.38 -1.56 1.50  0.21
H -1.95 -2.04 1.36  0.13


[2]
ORCA calculation (wB97M-V/def2-TZVPD) on an isolated molecule of C4H4O3S.

E_LUMO (alpha / beta): -1.3 / -2.2 eV
charge: 0
HOMO-LUMO gap (alpha / beta): 8.62 / 6.53 eV

Each line ends with the Mulliken charge.
Geometry (Å):
C 0.90 0.12 -0.37  -0.19
C 0.86 -0.76 -1.34  -0.31
C -0.22 0.37 0.63  -0.20
C 0.40 0.30 2.00  -0.09
O -0.52 -1.57 -1.56  -0.19
O 0.03 -0.48 2.82  -0.44
O -1.61 0.41 -2.47  -0.38
S -1.54 -1.02 -2.55  0.54
H 1.78 0.74 -0.22  0.36
H -0.90 -0.40 0.34  0.29
H -0.47 1.40 0.42  0.25
H 1.29 0.87 2.30  0.36


[3]
ORCA calculation (wB97M-V/def2-TZVPD) on a 2-piece molecular cluster, C4H4O3S overall.

E_LUMO (alpha / beta): 0.2 / -2.6 eV
spin multiplicity: 3
charge: 0
HOMO-LUMO gap (alpha / beta): 5.78 / 7.94 eV

Each line ends with the Mulliken charge.
Geometry (Å):
C 0.07 0.66 -1.30  -0.63
C -0.15 1.24 -0.12  -0.11
C -0.77 -1.59 0.49  0.25
C -1.70 -2.57 2.04  0.07
O 0.33 -1.46 1.00  -0.49
O -1.30 -2.46 3.07  -0.14
O -1.73 -0.67 0.50  -0.26
S -1.27 0.80 1.10  0.00
H 1.01 1.00 -1.72  0.25
H -0.64 0.00 -1.81  0.33
H 0.61 1.76 0.27  0.38
H -1.09 -2.51 -0.25  0.35


Short version: relative energy (zero: lowest compared OMol25 entry of this formula, charge and spin) = 390.0, 569.9, 94.6 kJ/mol, in the order given.